(1)
C38H53N13OPbS as an isolated structure, computed with ωB97M-V/def2-TZVPD.

Summary:
Kohn-Sham gap (spin up / spin down) in Ha: 0.1924 / 0.2455
HOMO level (spin up / spin down) in eV: -17.18 / -17.18
Energy above the lowest of the compared OMol25 structures with the same formula, charge and spin in eV: 0.0000
Charge: +4

XYZ file:
```
107
C38H53N13OPbS (ωB97M-V/def2-TZVPD)
Pb -0.12 0.40 0.24
C 1.39 -1.33 2.69
N 1.25 0.12 2.49
C 2.53 0.84 2.43
C 2.39 2.05 1.56
N 1.47 2.16 0.62
C 1.67 3.40 0.01
C 0.99 4.04 -1.02
C 1.44 5.28 -1.40
C 2.54 5.89 -0.78
C 3.22 5.28 0.25
C 2.76 4.02 0.62
N 3.19 3.12 1.61
C 1.96 -1.92 1.44
N 1.54 -1.57 0.24
C 2.30 -2.31 -0.67
C 2.27 -2.36 -2.06
C 3.20 -3.17 -2.69
C 4.12 -3.94 -1.96
C 4.14 -3.93 -0.58
C 3.20 -3.10 0.04
N 2.96 -2.82 1.38
H 2.01 -1.58 3.56
H 0.39 -1.73 2.85
H 0.64 0.51 3.19
H 2.89 1.12 3.42
H 3.28 0.18 1.99
H 0.15 3.56 -1.51
H 0.94 5.81 -2.21
H 2.86 6.87 -1.11
H 4.07 5.75 0.72
H 3.97 3.26 2.23
H 1.55 -1.79 -2.63
H 3.22 -3.22 -3.77
H 4.84 -4.55 -2.49
H 4.84 -4.52 -0.01
H 3.44 -3.23 2.17
C -2.96 3.21 -3.93
N -3.35 1.78 -4.10
C -4.82 1.61 -3.83
C -2.55 0.85 -3.24
C -1.06 0.91 -3.52
C -0.57 0.99 -4.82
C 0.79 1.09 -5.08
C 1.70 1.10 -4.03
C 1.24 0.99 -2.72
C -0.12 0.89 -2.52
H -3.53 3.81 -4.63
H -1.89 3.32 -4.14
H -3.18 3.50 -2.90
H -3.20 1.53 -5.08
H -5.02 1.96 -2.82
H -5.09 0.56 -3.94
H -5.38 2.20 -4.55
H -2.93 -0.16 -3.40
H -2.75 1.15 -2.21
H -1.25 0.97 -5.67
H 1.14 1.17 -6.10
H 2.76 1.19 -4.22
H 1.96 0.98 -1.91
C -5.21 4.16 2.84
C -4.93 5.43 2.04
C -5.87 5.57 0.85
C -3.45 5.53 1.65
N -2.92 4.29 1.05
C -2.06 3.42 1.55
N -1.89 2.44 0.68
N -2.68 2.75 -0.37
N -3.31 3.85 -0.16
H -6.21 4.19 3.26
H -4.51 4.03 3.67
H -5.15 3.27 2.20
H -5.09 6.28 2.70
H -5.70 4.79 0.11
H -5.75 6.54 0.36
H -6.90 5.49 1.18
H -2.84 5.70 2.54
H -3.28 6.34 0.95
H -1.59 3.51 2.51
C 0.71 -6.58 -2.71
N -0.55 -6.89 -2.01
C -1.02 -8.13 -1.81
C -2.24 -8.02 -1.17
N -2.46 -6.71 -1.00
C -1.43 -5.96 -1.51
S -1.30 -4.31 -1.51
H 0.65 -6.98 -3.72
H 1.54 -7.04 -2.18
H 0.83 -5.50 -2.74
H -0.48 -9.02 -2.12
H -2.92 -8.79 -0.84
H -3.29 -6.30 -0.59
C -4.91 -0.78 3.44
N -3.47 -0.52 3.34
C -2.79 -0.14 4.58
C -2.80 -0.67 2.21
C -3.57 -1.09 0.98
O -1.56 -0.47 2.14
H -5.22 -0.60 4.47
H -5.15 -1.82 3.20
H -5.49 -0.12 2.79
H -3.36 0.64 5.08
H -1.80 0.23 4.35
H -2.72 -1.00 5.24
H -4.12 -0.23 0.58
H -4.29 -1.87 1.19
H -2.87 -1.44 0.23
```

Atomic partial charges in e from the Mulliken method, atoms 1 to 99: 1.7835, -0.5049, -0.1049, -0.8448, -0.0143, 0.4257, -0.0460, -0.0128, -1.0298, -0.6245, -1.1849, 0.6525, -0.0965, -0.1310, 0.3551, -0.0213, -0.3741, -0.9940, -0.5668, -1.1325, 0.6340, -0.1255, 0.4295, 0.2267, 0.0734, 0.5618, 0.3401, 0.5119, 0.4744, 0.4522, 0.4818, 0.2799, 0.4516, 0.5339, 0.4702, 0.4909, 0.2653, -0.6946, -0.0448, -0.7640, -0.7152, 0.1151, -0.3500, -1.1510, -0.8433, -0.3078, 1.0144, 0.4156, 0.3495, 0.2420, 0.3527, 0.3051, 0.3515, 0.3877, 0.5197, 0.0697, 0.3487, 0.4718, 0.5646, 0.3967, -1.4484, 0.6828, -1.3274, -1.0705, 0.5141, -0.7535, 0.0691, 0.2690, -0.6482, 0.4749, 0.3463, 0.2253, 0.3643, 0.2188, 0.3960, 0.3952, 0.3403, 0.3903, 0.4755, -0.7097, 0.2082, -0.0832, -0.3797, 0.0930, -0.1169, -0.0189, 0.3581, 0.3707, 0.1441, 0.4905, 0.4262, 0.2047, -1.0428, 0.2727, -0.9564, 0.5470, -1.2058, -0.5094, 0.3870

=====

(2)
A 2-piece molecular cluster, C26H50NO6P overall in a non-equilibrium geometry, computed with ωB97M-V/def2-TZVPD.

Summary:
Kohn-Sham gap in Ha: 0.1032
HOMO level in eV: -4.31
Charge: 0

XYZ file:
```
84
C26H50NO6P (ωB97M-V/def2-TZVPD)
C -7.05 -1.53 -3.07
C -5.97 -1.98 -2.88
C -4.62 -2.59 -2.49
C -3.45 -1.52 -2.68
C -2.18 -2.11 -1.94
C -0.96 -1.11 -1.87
C 0.12 -1.89 -0.98
C 0.30 -1.31 0.49
C 1.29 -2.30 1.27
C 0.99 -2.35 2.84
C 2.24 -2.05 3.74
C 2.55 -0.50 3.92
C 1.26 0.33 4.30
C 1.51 1.61 5.19
C 2.83 2.44 4.85
C 3.07 2.71 3.31
C 4.63 2.75 2.96
C 5.42 1.45 3.34
C 6.95 1.60 2.88
C -1.23 0.40 -1.41
C -2.32 0.69 -0.30
P -1.87 2.27 0.59
O -3.02 2.95 1.23
O -1.24 3.34 -0.54
O -0.60 1.98 1.63
C -1.50 1.10 -2.83
N -1.01 0.17 -3.92
C -0.14 -0.82 -3.21
C 0.41 -2.02 -4.06
C 1.43 -1.46 -5.15
O 1.81 -2.18 -6.02
O 1.92 -0.14 -5.09
H -8.01 -0.96 -3.15
H -4.63 -3.00 -1.44
H -4.41 -3.46 -3.18
H -3.29 -1.43 -3.78
H -3.83 -0.57 -2.20
H -1.84 -3.00 -2.57
H -2.40 -2.52 -0.92
H 1.16 -1.90 -1.43
H -0.23 -2.95 -0.84
H 0.80 -0.30 0.48
H -0.66 -1.30 1.07
H 1.08 -3.32 0.84
H 2.36 -1.98 1.14
H 0.08 -1.73 3.06
H 0.68 -3.42 3.06
H 2.20 -2.57 4.74
H 3.16 -2.48 3.23
H 2.90 -0.13 2.91
H 3.41 -0.36 4.64
H 0.81 0.68 3.33
H 0.56 -0.35 4.87
H 0.58 2.24 5.20
H 1.63 1.24 6.26
H 2.70 3.45 5.34
H 3.68 1.95 5.38
H 2.68 3.74 3.05
H 2.56 2.00 2.62
H 4.68 2.83 1.83
H 5.13 3.70 3.33
H 4.98 0.51 2.90
H 5.48 1.27 4.46
H 6.92 1.81 1.78
H 7.53 0.69 3.15
H 7.35 2.47 3.47
H -0.26 0.85 -1.04
H -2.37 -0.20 0.39
H -3.36 0.84 -0.71
H -1.92 3.46 -1.23
H -1.00 1.58 2.43
H -2.60 1.31 -2.94
H -0.82 2.00 -2.85
H -0.51 0.83 -4.54
H -1.72 -0.31 -4.49
H 0.80 -0.30 -2.86
H -0.39 -2.56 -4.62
H 1.01 -2.76 -3.46
H 1.74 0.31 -5.94
C -7.23 1.22 -4.98
O -8.49 0.81 -4.87
H -6.43 0.43 -4.97
H -6.95 1.79 -5.90
H -6.84 1.91 -4.19
```

Population analysis type Mulliken, resulting atomic charges in e: 0.3778, -0.8846, -0.6128, -0.3558, -1.3105, 2.4250, -1.9453, 0.2655, -0.4810, -0.6780, -1.3837, 0.3282, -0.0036, -1.0119, -0.7129, 0.0498, -0.8489, 0.1307, -1.2557, -0.2732, -0.5489, 0.5753, -0.7617, -0.5627, -0.2477, -1.4208, 0.2569, -1.4068, -0.6175, 0.3652, -0.4758, -0.4929, 0.4368, 0.3488, 0.3033, 0.0363, 0.0915, 0.4495, 0.5294, 0.3690, 0.3594, 0.0419, 0.0199, 0.3515, 0.3867, 0.3634, 0.3801, 0.3834, 0.3680, -0.1036, 0.3903, -0.4205, 0.5339, 0.3567, 0.3325, 0.3948, 0.2954, 0.4295, -0.2379, 0.3064, 0.3155, 0.0687, 0.1948, 0.3286, 0.3631, 0.2929, 0.6157, 0.3782, 0.4629, 0.3529, 0.2837, 0.3803, 0.4743, 0.4901, 0.4146, 0.5077, 0.3705, 0.3162, 0.3425, -0.4716, -0.8238, -0.0104, 0.2536, 0.1207

=====

(3)
C15H25NO7 as an isolated structure in a non-equilibrium geometry, computed with ωB97M-V/def2-TZVPD.

Summary:
Kohn-Sham gap (spin up / spin down) in Ha: 0.2141 / 0.1839
HOMO level (spin up / spin down) in eV: -8.82 / -8.82
Energy above the lowest of the compared OMol25 structures with the same formula, charge and spin in eV: 14.4343
Charge: 0

XYZ file:
```
48
C15H25NO7 (ωB97M-V/def2-TZVPD)
C -1.24 -4.14 5.77
C -0.76 -3.09 4.78
C -0.17 -1.87 5.55
C -1.57 -1.22 5.54
C -1.94 -2.19 4.35
C -1.81 -1.62 2.96
C -2.70 -0.45 2.60
C -4.22 -0.60 2.83
C -4.70 0.48 3.94
C -4.29 0.12 5.39
C -3.04 0.85 5.92
C -1.71 0.28 5.41
C -0.75 1.11 4.91
O -4.19 1.70 3.51
N -4.97 2.84 4.28
O -4.48 3.95 4.08
O -5.93 2.44 4.85
C -5.04 -0.34 1.56
O -4.44 -1.95 3.24
O -5.87 -2.23 3.58
C 0.10 -3.68 3.67
H -1.79 -4.93 5.25
H -0.37 -4.61 6.24
H -1.88 -3.73 6.56
H 0.23 -2.08 6.55
H 0.54 -1.31 4.94
H -2.15 -1.56 6.42
H -2.93 -2.65 4.49
H -0.78 -1.27 2.77
H -2.04 -2.41 2.24
H -2.34 0.46 3.09
H -2.55 -0.19 1.55
H -5.80 0.38 3.87
H -5.19 0.39 5.98
H -4.21 -0.98 5.44
H -3.13 1.89 5.60
H -3.12 0.78 7.03
H -1.00 2.17 4.86
H 0.21 0.72 4.58
H -4.88 0.69 1.19
H -4.70 -1.05 0.79
H -6.09 -0.52 1.80
H 0.50 -2.89 3.02
H 0.92 -4.23 4.14
H -0.52 -4.39 3.10
H -6.06 -3.36 3.75
O -6.25 -4.57 3.99
O -7.47 -4.83 3.79
```

Population analysis type Mulliken, resulting atomic charges in e: -1.8710, 1.6360, -1.0519, 0.0957, 0.7377, -1.2585, -1.8559, 1.6532, -0.4442, -0.7172, -0.7606, -0.3745, -1.2971, -0.4535, 0.9801, -0.5683, -0.4592, -1.9801, -0.3047, -0.5162, -1.7866, 0.3672, 0.4810, 0.3406, 0.2753, 0.2811, 0.6144, 0.5133, 0.3808, 0.4667, 0.4915, 0.4815, 0.8429, 0.6546, 0.3572, 0.3218, 0.3170, 0.3480, 0.2714, 0.3443, 0.4814, 0.4117, 0.3276, 0.4657, 0.3417, 0.4289, 0.0459, -0.0568

=====

(4)
A 6-piece molecular cluster, C27H40ClF6IN3O13S overall in a non-equilibrium geometry, computed with ωB97M-V/def2-TZVPD.

Summary:
Kohn-Sham gap in Ha: 0.2085
HOMO level in eV: -11.51
Energy above the lowest of the compared OMol25 structures with the same formula, charge and spin in eV: 0.3050
Charge: +1

XYZ file:
```
92
C27H40ClF6IN3O13S (ωB97M-V/def2-TZVPD)
N -1.58 -4.65 2.94
C -1.87 -4.08 2.00
O -2.44 -3.28 1.13
C -2.04 -1.98 1.23
N -0.84 -1.75 1.68
N -0.50 -0.51 1.78
F 0.71 -0.34 2.30
C -1.19 0.57 1.44
Cl -0.57 2.08 1.63
C -2.51 0.34 0.93
I -3.63 1.98 0.37
C -2.94 -0.97 0.83
S -4.60 -1.41 0.24
O -4.93 -0.65 -0.92
O -4.72 -2.82 0.08
C -5.70 -0.99 1.69
F -6.02 0.29 1.72
F -4.97 -1.29 2.78
C -7.01 -1.86 1.67
F -7.41 -2.06 0.43
F -6.85 -2.98 2.34
F -7.95 -1.14 2.30
O 1.55 1.27 0.15
C 2.76 1.33 0.09
O 3.32 1.76 -1.02
C 4.73 2.07 -1.13
C 5.54 0.84 -1.46
C 3.64 0.86 1.23
H 5.08 2.57 -0.23
H 4.81 2.79 -1.94
H 5.48 0.09 -0.68
H 6.59 1.11 -1.60
H 5.18 0.38 -2.38
H 3.84 -0.21 1.10
H 3.10 1.00 2.16
H 4.58 1.39 1.31
O -9.83 -0.96 -5.76
C -9.06 -1.67 -5.19
O -9.39 -2.14 -3.96
C -8.64 -3.14 -3.28
C -7.50 -2.54 -2.48
C -7.70 -1.99 -5.76
H -8.29 -3.91 -3.97
H -9.34 -3.62 -2.61
H -6.77 -2.04 -3.13
H -6.98 -3.31 -1.91
H -7.88 -1.79 -1.79
H -6.99 -1.22 -5.44
H -7.77 -1.97 -6.84
H -7.32 -2.97 -5.47
O -5.38 3.81 5.27
C -6.51 3.47 5.07
O -6.95 3.39 3.80
C -8.20 2.79 3.43
C -9.34 3.78 3.48
C -7.49 3.22 6.20
H -8.39 1.90 4.02
H -8.06 2.45 2.40
H -9.50 4.15 4.50
H -10.26 3.32 3.13
H -9.12 4.65 2.86
H -7.98 4.15 6.46
H -6.92 2.87 7.06
H -8.24 2.46 5.98
O 6.61 -1.21 1.49
C 6.94 -2.22 0.93
O 7.29 -2.16 -0.37
C 7.88 -3.24 -1.09
C 6.84 -4.17 -1.67
C 6.88 -3.57 1.61
H 8.60 -3.77 -0.46
H 8.45 -2.78 -1.89
H 6.25 -4.65 -0.89
H 7.31 -4.95 -2.27
H 6.15 -3.62 -2.30
H 5.89 -3.99 1.48
H 7.06 -3.41 2.67
H 7.63 -4.27 1.26
O 7.65 3.20 -1.72
C 8.84 3.29 -1.77
O 9.41 3.74 -2.90
C 10.79 4.08 -3.01
C 11.64 2.87 -3.37
C 9.73 2.82 -0.64
H 11.15 4.57 -2.11
H 10.85 4.81 -3.81
H 11.60 2.11 -2.59
H 12.68 3.17 -3.51
H 11.27 2.41 -4.29
H 9.95 1.76 -0.78
H 9.18 2.94 0.29
H 10.66 3.37 -0.55
```

Population analysis type Mulliken, resulting atomic charges in e: -0.2909, 0.3597, -0.2253, 0.4308, -0.8203, 0.8590, -0.1267, 0.4892, -0.0110, -1.0517, 0.3865, 0.4202, 1.3784, -0.4786, -0.6383, 0.7828, -0.1775, -0.2778, 0.5633, -0.1570, -0.2233, -0.2385, -0.5461, 0.6778, -0.3151, -0.4598, -0.3339, -0.9233, 0.3430, 0.2597, -0.1287, 0.2023, 0.3168, 0.1974, 0.3184, 0.3710, -0.5447, 0.7373, -0.3735, -0.8180, -0.5206, -0.9034, 0.4102, 0.3457, 0.2691, 0.2839, 0.2903, 0.2269, 0.3128, 0.3140, -0.5652, 0.7409, -0.3684, -0.1687, -1.1330, -0.9224, 0.3460, 0.2158, 0.2846, 0.3747, 0.3203, 0.2647, 0.3088, 0.3213, -0.5434, 0.8605, -0.3530, -0.3989, -1.0067, -1.1421, 0.3626, 0.3432, 0.2708, 0.3849, 0.2861, 0.2777, 0.3196, 0.3539, -0.5287, 0.7346, -0.3587, -0.4041, -0.9525, -1.0136, 0.3573, 0.3069, 0.2664, 0.3552, 0.2957, 0.2528, 0.3267, 0.3646

=====

(5)
C4H10O as an isolated structure in a non-equilibrium geometry, computed with ωB97M-V/def2-TZVPD.

Summary:
Kohn-Sham gap in Ha: 0.3204
HOMO level in eV: -8.46
Energy above the lowest of the compared OMol25 structures with the same formula, charge and spin in eV: 4.7718
Charge: 0

XYZ file:
```
15
C4H10O (ωB97M-V/def2-TZVPD)
C -0.19 1.56 1.24
C 0.66 0.54 0.91
C -0.21 -0.29 -0.91
C 0.97 -1.02 -1.47
O -1.19 -0.97 -0.51
H -1.90 0.75 0.66
H -0.04 2.54 0.77
H -0.77 1.60 2.15
H 1.66 0.80 0.56
H 0.60 -0.38 1.49
H -0.44 0.70 -1.36
H 1.83 -0.37 -1.58
H 1.21 -1.90 -0.86
H 0.67 -1.37 -2.47
H -1.86 -0.08 0.11
```

Population analysis type Mulliken, resulting atomic charges in e: -0.6838, -0.5611, 0.1135, -1.1199, -0.4886, 0.1676, 0.2410, 0.3483, 0.3667, 0.2856, 0.3835, 0.3504, 0.3109, 0.3424, -0.0567

=====

(6)
C46H44Br2FN13P2STa as an isolated structure in a non-equilibrium geometry, computed with ωB97M-V/def2-TZVPD.

Summary:
Kohn-Sham gap in Ha: 0.2211
HOMO level in eV: -10.21
Energy above the lowest of the compared OMol25 structures with the same formula, charge and spin in eV: 2.3852
Charge: +1

XYZ file:
```
110
C46H44Br2FN13P2STa (ωB97M-V/def2-TZVPD)
Ta 1.20 -1.11 1.55
C -5.49 -1.23 -2.97
S -4.45 -0.59 -4.31
C -4.29 1.16 -3.80
C -2.89 1.49 -3.28
C -2.52 0.65 -2.06
N -1.25 1.08 -1.44
P -1.30 2.16 -0.07
C -2.35 3.56 -0.60
C -3.74 3.53 -0.78
C -4.42 4.69 -1.11
C -3.74 5.89 -1.26
C -2.37 5.94 -1.07
C -1.68 4.78 -0.74
C -2.44 1.27 1.06
C -2.19 -0.17 1.19
C -2.95 -0.97 2.23
C -3.96 -0.22 3.00
C -4.04 1.11 2.89
C -3.24 1.87 1.96
P 0.09 -0.04 -1.42
C -0.12 -0.80 -3.09
C -0.42 -2.15 -3.23
C -0.59 -2.70 -4.50
C -0.46 -1.91 -5.62
C -0.14 -0.57 -5.49
C 0.04 -0.02 -4.23
C 1.55 0.97 -1.90
C 2.66 0.22 -2.30
C 3.81 0.84 -2.75
C 3.87 2.23 -2.80
C 2.77 2.98 -2.40
C 1.61 2.36 -1.96
H -5.72 -2.26 -3.22
H -6.42 -0.66 -2.92
H -4.96 -1.19 -2.02
H -5.05 1.35 -3.05
H -4.51 1.76 -4.68
H -2.85 2.55 -3.02
H -2.16 1.31 -4.06
H -2.44 -0.39 -2.38
H -3.32 0.70 -1.31
H -4.28 2.60 -0.66
H -5.49 4.66 -1.26
H -4.28 6.80 -1.50
H -1.83 6.87 -1.16
H -0.61 4.81 -0.57
H -1.87 -0.71 0.30
H -4.11 -2.66 2.16
H -4.66 -0.79 3.59
H -4.79 1.64 3.46
H -3.38 2.95 1.93
H -0.52 -2.78 -2.36
H -0.82 -3.76 -4.60
H -0.62 -2.33 -6.61
H -0.01 0.05 -6.37
H 0.31 1.03 -4.14
H 2.60 -0.87 -2.27
H 4.65 0.24 -3.08
H 4.76 2.72 -3.16
H 2.81 4.06 -2.45
H 0.75 2.95 -1.70
Br 6.52 3.76 2.47
C 5.18 2.46 2.23
C 4.68 2.19 0.97
C 3.71 1.21 0.86
N 3.25 0.51 1.90
C 3.68 0.83 3.12
C 4.66 1.79 3.33
C 2.98 0.21 4.26
C 3.54 0.18 5.54
C 2.77 -0.30 6.58
Br 3.48 -0.34 8.32
C 1.48 -0.74 6.34
C 1.03 -0.71 5.03
N 1.75 -0.25 4.02
H 5.01 2.73 0.10
H 3.30 0.98 -0.10
H 5.00 2.04 4.32
H 4.55 0.50 5.71
H 0.85 -1.11 7.14
H 0.03 -1.06 4.79
N -0.23 -3.73 3.45
C -1.10 -2.88 2.78
N -2.32 -3.23 2.70
N -3.16 -2.37 2.01
N -1.55 -0.61 2.44
N -0.60 -1.66 2.30
C 1.11 -3.54 3.54
N 1.94 -4.18 4.34
N 3.14 -3.63 4.09
N 3.08 -2.72 3.20
N 1.77 -2.63 2.80
H -0.64 -4.52 3.92
F 0.72 0.69 1.50
C -0.35 -3.68 -0.27
C 1.09 -3.40 -0.58
C 1.87 -4.08 -1.46
C 3.20 -3.58 -1.34
C 3.18 -2.60 -0.39
C 4.36 -1.85 0.14
N 1.87 -2.47 0.10
H -0.74 -4.39 -1.00
H -0.98 -2.79 -0.30
H -0.47 -4.14 0.71
H 1.55 -4.88 -2.12
H 4.06 -3.91 -1.89
H 5.26 -2.36 -0.20
H 4.38 -1.84 1.23
H 4.41 -0.82 -0.23
```

Atomic partial charges in e from the Mulliken method, atoms 1 to 99: 0.4158, -0.6038, -0.1082, -1.0853, -0.7428, -0.9644, 0.6155, 0.2155, 0.3253, 0.1006, -0.8823, -0.5506, -0.6852, -0.6755, 0.0109, -1.1078, 1.1436, -1.4104, -0.9154, -0.4406, 1.6492, 0.9095, -0.1298, -0.9359, -0.7385, -0.6704, -1.1986, 0.6866, -1.1178, -0.4254, -1.0890, -0.5697, -0.7617, 0.3815, 0.3064, -0.0192, 0.3570, 0.5391, 0.2658, 0.2470, 0.6968, 0.4870, 0.4721, 0.4287, 0.4037, 0.4208, 0.3771, 0.3546, 0.4150, 0.5188, 0.4166, 0.6304, 0.4428, 0.5029, 0.4179, 0.4827, 0.5222, 0.4964, 0.4812, 0.4002, 0.4685, 0.4640, -0.1281, -0.7556, -0.9402, 0.2302, 0.5815, 0.0343, -0.9482, 1.6770, -1.0900, -0.1966, -0.1284, -1.0954, -0.2675, 0.3695, 0.6739, -0.1463, 0.4911, 0.5032, 0.4821, 0.4650, 0.1660, -0.6035, -0.8598, 0.0118, -0.4414, 1.9707, -0.1025, -0.5312, -0.7059, -0.1579, 1.1818, 0.3195, -0.4954, -1.2904, 0.2283, -1.0516, -1.0687